Run P
A 2-piece molecular cluster, C5H8N2O2 overall, computed with the ωB97M-V functional and the def2-TZVPD basis.

HOMO energy	-7.7648	eV
lowest unoccupied orbital energy	-0.0496	Eh

```
17
C5H8N2O2 | the Open Molecules 2025 dataset | the ωB97M-V functional and the def2-TZVPD basis
C 1.232 -0.684 0.899
C -0.078 1.572 1.330
C -1.566 -0.558 -0.319
C 0.928 -0.820 -0.477
C 1.183 1.159 0.971
N -1.927 -0.704 -1.610
N 1.218 -0.659 -1.634
O -1.815 -1.317 0.592
O 2.167 1.681 0.502
H -2.269 -1.600 -1.918
H -1.614 -0.056 -2.313
H 1.838 0.088 -1.952
H 2.244 -1.007 1.122
H 0.494 -1.113 1.565
H -0.270 2.632 1.427
H -1.045 0.472 -0.082
H -0.720 0.915 1.896
```

=====

Run Q
A 2-piece molecular cluster, C5H8N2O2 overall, computed with the ωB97M-V functional and the def2-TZVPD basis.

HOMO energy	-9.6871	eV
lowest unoccupied orbital energy	0.0178	Eh

```
17
C5H8N2O2 | the Open Molecules 2025 dataset | the ωB97M-V functional and the def2-TZVPD basis
N -0.477 2.225 -1.986
C -1.621 2.022 -1.988
C -2.985 1.610 -1.798
N -3.678 0.694 -2.714
C -3.524 0.293 -1.323
C -4.628 0.978 -0.528
C -4.095 2.358 -1.030
O -4.938 3.176 -1.774
H -2.996 0.207 -3.294
H -2.953 -0.595 -1.056
H -4.521 0.868 0.556
H -5.647 0.722 -0.849
H -3.682 2.956 -0.211
H -5.302 2.658 -2.502
O -1.968 2.016 1.491
H -2.484 1.432 2.055
H -1.074 1.618 1.449
```

=====

Tell me which of them is the most stable. Sure, it is run Q.

=====

Run P
A 2-piece molecular cluster, C6H15N2 overall, computed with the ωB97M-V functional and the def2-TZVPD basis.

net charge	+1
HOMO energy	-11.6594	eV
lowest unoccupied orbital energy	-0.1813	Eh

```
23
C6H15N2 | the Open Molecules 2025 dataset | the ωB97M-V functional and the def2-TZVPD basis
C -0.685 0.896 0.353
C -1.332 -1.618 0.393
C -2.834 0.384 0.114
C 2.815 -1.146 -0.616
C -1.461 -0.226 -0.310
C 2.101 0.096 -0.214
N -0.561 1.996 -0.307
N 2.121 0.638 0.988
H -1.444 -1.484 1.459
H -2.037 -2.251 -0.120
H -0.277 -2.124 0.179
H -3.548 -0.279 0.620
H -3.311 0.943 -0.682
H -2.650 1.075 0.930
H 2.583 -2.118 -0.166
H 3.988 -1.008 -0.523
H 2.707 -1.276 -1.699
H -1.254 -0.219 -1.312
H 1.546 0.756 -0.861
H -0.592 2.368 -1.300
H -0.182 2.807 0.227
H 2.750 0.265 1.665
H 1.557 1.525 1.185
```

=====

Run Q
An isolated ion of composition C6H15N2 and charge +1, computed with the ωB97M-V functional and the def2-TZVPD basis.

net charge	+1
HOMO energy	-13.7483	eV
lowest unoccupied orbital energy	-0.1097	Eh

```
23
C6H15N2 | the Open Molecules 2025 dataset | the ωB97M-V functional and the def2-TZVPD basis
C 0.151 -2.503 -0.391
C 0.680 -1.246 -1.013
C 0.718 -0.014 -0.609
C 1.105 1.112 -1.548
C 0.388 0.336 0.834
N 1.279 1.238 1.671
N -0.948 1.107 0.764
C -2.074 0.194 0.541
H 0.770 -3.296 -0.491
H -0.820 -2.704 -0.716
H 0.188 -2.433 0.733
H 0.752 -1.274 -2.061
H 0.274 1.780 -1.642
H 1.422 0.743 -2.548
H 1.819 1.942 -1.237
H 0.044 -0.507 1.334
H 2.181 1.434 1.336
H 1.481 0.717 2.605
H -0.878 1.765 1.689
H -0.752 1.710 -0.158
H -1.717 -0.534 -0.199
H -2.251 -0.384 1.445
H -2.894 0.705 0.289
```

=====

Tell me which of them is the most stable. Sure, it is run Q.

=====

Run P
C6H15N2 as an isolated structure, computed with the ωB97M-V functional and the def2-TZVPD basis.

net charge	+1
HOMO energy	-10.7709	eV
lowest unoccupied orbital energy	-0.2415	Eh

```
23
C6H15N2 | the Open Molecules 2025 dataset | the ωB97M-V functional and the def2-TZVPD basis
C 1.158 0.753 -2.548
C 0.904 0.238 -1.144
C -0.477 -0.137 -0.787
C -0.597 0.247 0.795
N -1.377 -0.110 3.420
C -1.620 0.685 2.348
C -2.085 0.285 1.092
N 2.256 -1.752 -1.242
H 2.178 0.551 -2.860
H 1.061 1.848 -2.500
H 0.394 0.474 -3.271
H 1.584 -0.897 -1.264
H -0.582 -1.178 -1.111
H -1.324 0.442 -1.163
H -0.089 -0.577 1.305
H 0.077 1.136 0.781
H -1.800 0.292 4.249
H -1.684 -1.071 3.302
H -1.558 1.711 2.738
H -3.084 0.511 0.758
H 2.666 -2.224 -2.034
H 1.445 0.928 -0.495
H 2.555 -2.154 -0.369
```

=====

Run Q
A 2-piece molecular cluster, C6H15N2 overall, computed with the ωB97M-V functional and the def2-TZVPD basis.

net charge	+1
HOMO energy	-13.3909	eV
lowest unoccupied orbital energy	-0.2140	Eh

```
23
C6H15N2 | the Open Molecules 2025 dataset | the ωB97M-V functional and the def2-TZVPD basis
C 1.225 -1.616 -1.147
C -0.243 -1.264 -0.988
C -0.552 -0.073 -0.058
C -1.363 0.930 -0.585
N -2.163 1.689 0.158
C -0.202 -0.176 1.253
C 0.041 -1.378 2.054
N 2.470 1.578 -0.656
H 1.788 -0.735 -1.462
H 1.369 -2.441 -1.832
H -0.705 -1.043 -1.950
H -0.841 -2.100 -0.624
H -1.562 0.940 -1.650
H -2.217 1.502 1.151
H -2.239 2.668 -0.098
H -0.120 0.771 1.793
H 3.042 2.408 -0.779
H 0.290 -2.257 1.461
H 0.775 -1.205 2.837
H -0.897 -1.611 2.570
H 1.688 -1.800 -0.178
H 2.600 1.391 0.334
H 1.493 1.786 -0.810
```

=====

Tell me which of them is the most stable. Sure, it is run Q.